1.
C34H36N14O3Zr | ωB97M-V/def2-TZVPD

Last column: Löwdin charge in e.
Cartesian coordinates (Å):
Zr: -0.552 1.343 -0.097  2.004
N: 1.723 0.044 -2.852  0.216
C: 2.429 0.638 -1.872  -0.394
N: 3.760 0.534 -1.836  0.210
C: 4.321 1.325 -0.893  -0.326
N: 5.647 1.151 -0.765  0.240
N: 3.614 2.135 0.010  0.223
C: 2.330 2.158 -0.189  -0.319
N: 1.599 1.310 -0.994  0.020
C: 1.483 3.124 0.505  -0.209
C: 2.033 3.869 1.576  0.044
C: 1.323 4.873 2.197  0.074
C: 0.054 5.238 1.607  0.038
C: -0.458 4.518 0.556  -0.073
N: 0.212 3.409 0.042  -0.073
H: 2.214 -0.708 -3.315  0.138
H: 0.706 0.053 -2.813  0.083
H: 6.100 0.739 -1.557  0.134
H: 6.260 1.713 -0.187  0.147
H: 3.095 3.714 1.659  0.131
H: 1.590 5.256 3.144  0.130
H: -0.405 6.173 1.832  0.132
H: -1.367 4.765 0.016  0.133
C: -3.006 3.108 1.748  0.038
O: -2.578 2.166 0.696  -0.275
C: -3.657 1.544 0.089  -0.263
C: -4.039 1.930 -1.179  -0.001
C: -5.177 1.321 -1.698  -0.020
C: -6.037 0.516 -0.933  0.029
C: -5.679 0.235 0.398  0.057
C: -4.513 0.778 0.904  -0.154
N: -4.095 0.301 2.187  0.124
C: -2.834 -0.098 2.486  0.058
C: -2.102 0.445 3.510  -0.126
C: -2.641 0.606 4.846  0.044
C: -1.830 1.272 5.703  -0.029
C: -0.536 1.714 5.363  0.010
C: 0.045 1.567 4.119  0.031
C: -0.797 0.997 3.160  -0.291
O: -0.447 0.949 1.880  -0.300
H: -2.209 3.275 2.523  0.123
H: -3.875 2.758 2.290  0.114
H: -3.240 4.027 1.278  0.098
H: -3.549 2.677 -1.782  0.124
H: -5.375 1.350 -2.753  0.121
H: -6.896 0.094 -1.416  0.132
H: -6.227 -0.360 1.060  0.123
H: -4.829 0.099 2.879  0.195
H: -2.288 -0.568 1.653  0.134
H: -3.593 0.186 5.131  0.137
H: -2.239 1.431 6.692  0.137
H: 0.023 2.018 6.226  0.132
H: 1.042 2.016 3.859  0.145
N: -2.124 1.571 -4.151  0.229
C: -1.228 1.978 -3.205  -0.528
N: -0.381 3.003 -3.320  0.236
O: -1.166 1.252 -2.116  -0.254
H: -1.846 1.603 -5.136  0.157
H: -2.722 0.772 -3.845  0.149
H: -0.470 3.690 -4.142  0.201
H: 0.156 3.326 -2.537  0.094
C: 1.135 -1.609 1.486  0.027
C: 0.246 -1.928 0.297  -0.231
N: -0.715 -1.045 -0.130  -0.070
C: -1.280 -1.641 -1.230  -0.166
C: -0.624 -2.791 -1.598  -0.014
N: 0.355 -3.004 -0.621  0.041
C: 1.140 -4.257 -0.327  -0.021
N: 1.917 -4.651 -1.504  -0.079
N: 1.489 -4.469 -2.810  0.020
N: 2.346 -4.979 -3.622  0.074
C: 3.393 -5.512 -2.946  -0.237
C: 4.532 -6.142 -3.469  0.005
C: 5.329 -6.776 -2.534  -0.060
C: 4.974 -6.854 -1.164  -0.076
C: 3.929 -6.171 -0.612  -0.023
C: 3.081 -5.426 -1.535  -0.115
H: 2.023 -2.284 1.471  0.106
H: 0.637 -1.762 2.398  0.078
H: 1.411 -0.580 1.463  0.046
H: -2.051 -1.170 -1.897  0.120
H: -0.748 -3.580 -2.347  0.132
H: 0.570 -5.161 -0.032  0.163
H: 1.842 -4.044 0.495  0.127
H: 4.835 -6.063 -4.527  0.136
H: 6.218 -7.305 -2.912  0.127
H: 5.621 -7.491 -0.493  0.141
H: 3.645 -6.227 0.455  0.112

**Maximum force**: 3.53 eV/Å
**Gap between HOMO and LUMO**: 3.54 eV
**Net charge**: +4



2.
C4H12 | ωB97M-V/def2-TZVPD

Last column: Löwdin charge in e.
Cartesian coordinates (Å):
C: -0.235 -0.655 -1.419  -0.177
C: -0.536 -1.149 -2.841  -0.176
H: 0.807 -0.850 -1.167  0.063
H: -0.489 0.405 -1.362  0.059
H: -0.867 -1.186 -0.704  0.056
H: -0.273 -0.408 -3.599  0.059
H: 0.056 -2.018 -3.162  0.061
H: -1.580 -1.437 -2.922  0.057
C: 1.080 0.731 2.438  -0.165
C: -0.310 1.048 1.869  -0.171
H: 1.823 0.836 1.653  0.057
H: 1.348 1.505 3.170  0.061
H: 1.137 -0.204 2.983  0.057
H: -1.012 1.453 2.592  0.058
H: -0.766 0.167 1.411  0.045
H: -0.184 1.762 1.061  0.055

**Maximum force**: 1.29 eV/Å
**Gap between HOMO and LUMO**: 12.87 eV
**Net charge**: 0
**SMILES**: CC.CC



3.
C59H46BF7N2O4PdS2Sb | ωB97M-V/def2-TZVPD

Last column: Mulliken spin population.
Cartesian coordinates (Å):
Pd: 0.024 0.349 -0.061  1.026
C: 6.004 6.039 -1.521  0.000
C: 4.770 5.223 -1.262  0.002
C: 3.630 5.805 -0.709  0.000
C: 2.499 5.055 -0.440  0.005
C: 2.514 3.700 -0.741  0.026
C: 3.633 3.088 -1.281  0.011
C: 4.754 3.859 -1.544  -0.002
S: 1.016 2.797 -0.395  0.054
O: 0.320 3.499 0.702  0.025
C: 0.181 2.944 -1.985  -0.017
C: 0.847 2.256 -3.030  -0.007
C: 0.312 2.248 -4.278  0.002
C: -0.925 2.893 -4.538  0.000
C: -1.515 2.844 -5.823  0.000
C: -2.743 3.398 -6.043  0.000
C: -3.434 4.025 -4.986  0.000
C: -2.881 4.102 -3.740  0.001
C: -1.605 3.543 -3.484  0.002
C: -1.021 3.574 -2.175  0.013
C: -1.776 4.233 -1.072  -0.004
C: -1.817 5.651 -0.983  0.000
C: -1.096 6.479 -1.883  0.000
C: -1.146 7.837 -1.765  -0.001
C: -1.918 8.441 -0.746  0.002
C: -2.616 7.669 0.135  -0.001
C: -2.580 6.254 0.044  0.001
C: -3.278 5.438 0.966  0.000
C: -3.213 4.078 0.889  0.007
C: -2.462 3.491 -0.146  0.011
S: -2.331 1.701 -0.102  0.074
O: -3.101 1.259 1.084  0.008
C: -3.193 1.210 -1.571  -0.017
C: -4.557 1.464 -1.650  -0.002
C: -5.250 1.044 -2.771  0.000
C: -4.601 0.372 -3.808  0.000
C: -5.357 -0.099 -5.015  0.000
C: -3.236 0.126 -3.696  0.000
C: -2.527 0.536 -2.580  0.006
H: 5.765 7.096 -1.629  0.000
H: 6.514 5.707 -2.425  0.000
H: 6.707 5.941 -0.692  0.000
H: 3.629 6.865 -0.487  0.000
H: 1.618 5.505 0.000  0.000
H: 3.647 2.026 -1.495  -0.002
H: 5.632 3.390 -1.971  0.000
H: 1.768 1.722 -2.832  0.009
H: 0.811 1.723 -5.083  0.000
H: -0.979 2.347 -6.622  0.000
H: -3.191 3.355 -7.027  0.000
H: -4.414 4.449 -5.166  0.000
H: -3.426 4.580 -2.937  0.000
H: -0.504 6.023 -2.667  0.000
H: -0.591 8.460 -2.454  0.000
H: -1.951 9.519 -0.668  0.000
H: -3.206 8.124 0.921  0.000
H: -3.857 5.911 1.749  0.000
H: -3.712 3.439 1.604  0.000
H: -5.065 1.975 -0.842  0.001
H: -6.313 1.237 -2.845  0.000
H: -6.377 0.284 -5.021  0.000
H: -5.405 -1.189 -5.030  0.000
H: -4.864 0.221 -5.934  0.000
H: -2.719 -0.401 -4.489  0.000
H: -1.461 0.339 -2.523  -0.006
O: -4.488 -6.353 -2.046  0.000
C: -5.221 -5.254 -1.570  0.000
N: -4.480 -4.480 -0.595  0.000
C: -3.882 -3.306 -0.916  0.001
O: -3.949 -2.780 -2.010  0.001
C: -3.099 -2.645 0.187  0.004
C: -3.395 -2.735 1.538  -0.006
C: -2.627 -2.025 2.448  0.018
C: -1.596 -1.240 1.976  0.022
N: -1.304 -1.162 0.673  0.115
C: -2.039 -1.844 -0.203  -0.017
H: -3.814 -6.037 -2.660  0.000
H: -6.112 -5.664 -1.101  0.000
H: -5.504 -4.568 -2.366  0.000
H: -4.214 -4.942 0.259  0.000
H: -4.234 -3.326 1.883  0.000
H: -2.837 -2.055 3.507  0.000
H: -0.991 -0.642 2.648  -0.022
H: -1.789 -1.751 -1.251  0.002
F: 7.971 1.724 -0.362  0.001
C: 6.764 1.213 -0.080  0.009
C: 6.204 0.308 -0.961  0.000
C: 4.951 -0.213 -0.674  -0.006
C: 4.280 0.173 0.487  0.052
C: 4.871 1.096 1.351  -0.009
C: 6.124 1.620 1.074  0.000
Sb: 2.370 -0.565 0.988  0.416
C: 2.105 0.221 2.933  0.049
C: 2.850 -0.287 4.000  -0.006
C: 2.685 0.213 5.280  0.004
C: 1.765 1.230 5.477  0.001
F: 1.604 1.717 6.713  0.000
C: 1.010 1.759 4.449  0.015
C: 1.193 1.244 3.172  -0.024
C: 2.630 -2.591 1.452  0.044
C: 1.794 -3.164 2.405  -0.009
C: 1.929 -4.500 2.744  -0.003
C: 2.908 -5.240 2.106  0.011
F: 3.046 -6.532 2.430  0.001
C: 3.747 -4.701 1.150  -0.001
C: 3.597 -3.364 0.818  0.002
H: 6.742 0.025 -1.855  0.000
H: 4.497 -0.902 -1.370  0.007
H: 4.355 1.432 2.241  0.002
H: 6.597 2.339 1.728  0.000
H: 3.558 -1.093 3.841  -0.002
H: 3.247 -0.170 6.120  0.001
H: 0.310 2.558 4.645  0.000
H: 0.617 1.695 2.367  -0.016
H: 1.038 -2.571 2.908  0.001
H: 1.299 -4.970 3.486  0.000
H: 4.493 -5.325 0.678  0.000
H: 4.237 -2.937 0.057  0.002
F: 0.627 -0.626 -1.924  0.066
B: 1.165 -2.024 -2.001  0.043
F: 0.503 -2.758 -1.037  -0.002
F: 0.959 -2.452 -3.274  0.001
F: 2.518 -1.877 -1.657  0.005

**Maximum force**: 0.72 eV/Å
**Gap between HOMO and LUMO (alpha / beta)**: 8.17 / 5.37 eV
**<S²>**: 2.0079
**Multiplicity**: 3
**Net charge**: +1



4.
C2H7N3O2 | ωB97M-V/def2-TZVPD

Last column: Löwdin charge in e.
Cartesian coordinates (Å):
N: -0.628 1.517 0.884  0.183
C: -0.215 1.546 -0.367  -0.215
N: -1.032 1.324 -1.377  0.140
H: -1.623 1.443 1.044  0.136
H: 0.066 1.198 1.559  0.125
H: 0.816 1.793 -0.559  0.142
H: -0.539 0.823 -2.109  0.118
H: -1.822 0.720 -1.171  0.128
N: 1.530 -0.416 0.593  0.064
C: 0.383 -1.238 0.199  -0.831
O: -0.044 -2.017 1.044  -0.023
O: -0.037 -1.006 -0.973  -0.105
H: 2.110 -0.941 1.226  0.071
H: 2.059 -0.190 -0.241  0.068

**Maximum force**: 1.13 eV/Å
**Gap between HOMO and LUMO**: 8.38 eV
**Net charge**: 0



Calculated relative energy (zero: lowest compared OMol25 entry of this formula, charge and spin), 249.9; 18.7; 0.0; 155.7 kJ/mol (same order as the records).
Calculated E_tot, -64091.43938; -4342.33444; -124486.77782; -10752.46166 eV (same order as the records).